(1)
Below is 2 unconnected molecules or ions with the total composition C13H12BrClNO2PS in a non-equilibrium geometry, with properties calculated with ωB97M-V/def2-TZVPD.

ORCA input file:
```
! wB97M-V def2-TZVPD RIJCOSX def2/J DEFGRID3
* xyz 0 1
O -3.925 -1.453 1.010
P -4.901 -0.535 0.051
Br -6.511 0.331 1.375
C -3.833 0.935 -0.323
C -4.210 2.244 -0.044
C -3.359 3.267 -0.345
C -2.143 3.071 -0.945
C -1.745 1.777 -1.226
C -2.589 0.732 -0.911
S -1.926 -0.886 -1.310
C -0.267 -0.627 -0.701
C 0.392 -1.555 0.059
C 1.662 -1.252 0.503
Cl 2.481 -2.414 1.514
C 2.225 -0.059 0.163
C 1.562 0.865 -0.608
C 0.282 0.591 -1.041
N -0.471 1.511 -1.817
H -3.338 -0.835 1.475
H -5.167 2.411 0.437
H -3.629 4.294 -0.109
H -1.455 3.878 -1.186
H -0.132 -2.474 0.302
H 3.221 0.206 0.509
H 2.034 1.808 -0.873
H 0.017 2.402 -1.840
C 6.177 -2.982 0.692
O 5.750 -2.888 2.045
H 7.123 -2.456 0.597
H 6.319 -4.028 0.407
H 5.441 -2.520 0.027
H 4.914 -3.357 2.112
*
```

## Properties
SMILES string: OP(Br)c1cccc2c1Sc1cc(Cl)ccc1N2.CO

---

(2)
Below is a single C3H5Cl molecule in a non-equilibrium geometry, with properties calculated with ωB97M-V/def2-TZVPD.

ORCA input file:
```
! wB97M-V def2-TZVPD RIJCOSX def2/J DEFGRID3
* xyz 0 1
C -1.230 0.833 -0.451
C -0.746 0.037 0.495
C 0.654 -0.367 0.657
Cl -1.733 -0.771 1.704
H -2.285 0.967 -0.565
H -0.673 1.155 -1.322
H 1.223 -0.166 1.703
H 0.736 -1.450 0.619
H 1.334 0.019 -0.128
*
```

## Properties
ΔE to the lowest compared entry with this formula, charge and spin: 5.07 kcal per mole
SMILES string: C=C(C)Cl

---

(3)
Below is a single C7H9ClN2O2 molecule in a non-equilibrium geometry, with properties calculated with ωB97M-V/def2-TZVPD.

ORCA input file:
```
! wB97M-V def2-TZVPD RIJCOSX def2/J DEFGRID3
* xyz 0 1
H -0.516 -2.697 0.147
N 0.177 -2.073 0.604
C 0.706 -1.085 0.008
C 1.805 -0.347 0.722
C 0.231 -0.661 -1.324
C 0.774 0.787 -1.562
C 0.121 1.828 -1.137
C -1.089 1.783 -0.323
Cl -2.149 3.155 -0.603
C -1.233 0.816 0.544
N -1.444 0.043 1.529
O -0.894 -0.054 2.614
O -2.343 -0.986 1.058
H 2.701 -0.272 0.059
H 2.215 -0.907 1.626
H 1.357 0.668 0.965
H -0.859 -0.682 -1.335
H 0.653 -1.325 -1.990
H 1.801 0.945 -1.777
H 0.301 2.839 -1.526
H -2.314 -1.776 1.700
*
```

## Properties
ΔE to the lowest compared entry with this formula, charge and spin: 170.27 kcal per mole
SMILES string: [H]/N=C(/C)C/C=C\C(Cl)=C=[N+]([O-])O

---

(4)
Below is a single C3H7INP molecule in a non-equilibrium geometry, with properties calculated with ωB97M-V/def2-TZVPD.

ORCA input file:
```
! wB97M-V def2-TZVPD RIJCOSX def2/J DEFGRID3
* xyz 0 1
I 3.135 -0.054 0.036
C 0.954 -0.095 -0.456
C 0.352 1.073 0.222
N -1.084 0.820 0.189
P -1.539 -0.809 0.134
C 0.310 -1.348 0.250
H 0.736 0.037 -1.462
H 0.757 1.191 1.161
H 0.443 1.959 -0.426
H -1.422 1.374 0.959
H -1.284 -1.151 -1.324
H 0.346 -2.171 -0.468
H 0.879 -1.455 1.205
*
```

## Properties
ΔE to the lowest compared entry with this formula, charge and spin: 13.40 kcal per mole
SMILES string: I[C@@H]1CNPC1

---

(5)
Below is a single C3H6N2O molecule, with properties calculated with ωB97M-V/def2-TZVPD.

ORCA input file:
```
! wB97M-V def2-TZVPD RIJCOSX def2/J DEFGRID3
* xyz 0 1
C 1.766 -1.163 0.358
N 0.723 -0.181 0.218
C -0.389 -0.466 -0.298
N -1.412 0.487 -0.414
C -1.225 1.807 -0.011
O -0.508 2.184 0.874
H 2.691 -0.764 -0.075
H 1.567 -2.154 -0.086
H 1.959 -1.291 1.428
H -0.656 -1.440 -0.730
H -2.169 0.297 -1.060
H -1.818 2.519 -0.612
*
```

## Properties
ΔE to the lowest compared entry with this formula, charge and spin: 31.92 kcal per mole
SMILES string: C/N=C/NC=O

---

Q: Which molecular weight values were calculated for the entries above? A: 392.6 76.5 188.6 215.0 86.1, in g/mol.
Q: Which gap between HOMO and LUMO values were calculated for the entries above? A: 0.318 0.390 0.337 0.349 0.365, in hartree.